No. 1
The following is a DFT calculation (ωB97M-V with the def2-TZVPD basis set) of a molecular structure, C30H44BF2N2O10ReS3Si3 at a distorted geometry.

```
! wB97M-V def2-TZVPD RIJCOSX def2/J DEFGRID3
* xyz -1 4
Re -0.19331 0.99251 0.72627
C 3.17889 2.14465 -0.37565
Si 2.73328 2.13425 1.44362
C 2.07540 3.85185 1.85124
C 4.40436 2.03441 2.31718
C 1.53461 0.77024 2.04555
Si 2.41097 -0.90979 1.99250
C 1.28462 -2.39418 2.22679
C 3.44433 -1.23070 0.47473
C 3.61140 -1.09543 3.44805
Si 0.93779 1.14920 3.74831
C 0.24979 -0.26022 4.74935
C 2.10384 2.04201 4.91688
C -0.55170 2.28953 3.43458
C -1.08511 3.19968 4.33815
C -2.23528 3.90427 4.03050
C -2.85872 3.65867 2.81926
C -2.29604 2.74845 1.95148
N -1.15269 2.09791 2.23397
H 2.50815 2.80742 -0.93126
H 3.11704 1.15964 -0.83308
H 4.20241 2.51494 -0.48370
H 2.87990 4.58245 1.71945
H 1.70547 3.94064 2.87528
H 1.25806 4.12721 1.18281
H 4.91318 2.99735 2.19653
H 5.03864 1.26752 1.86321
H 4.33018 1.81957 3.38409
H 0.25275 -2.21811 1.93591
H 1.27936 -2.70797 3.27374
H 1.67172 -3.22150 1.62218
H 2.85490 -1.25507 -0.44256
H 3.91258 -2.21208 0.60336
H 4.24159 -0.49204 0.35072
H 3.16845 -0.78471 4.40036
H 4.54315 -0.54529 3.31790
H 3.86159 -2.15860 3.53968
H 1.05258 -0.91966 5.09198
H -0.45997 -0.85130 4.17062
H -0.26289 0.14061 5.62995
H 2.87078 1.34574 5.26781
H 1.55654 2.39218 5.79904
H 2.60995 2.89563 4.46742
H -0.58233 3.34553 5.28666
H -2.64617 4.62507 4.72682
H -3.77180 4.16049 2.53197
H -2.76948 2.51774 1.00794
O -0.68294 -0.49505 -2.65554
S 0.63735 -0.04246 -2.34545
O 1.74191 -0.79523 -2.86970
O 0.88586 0.21435 -0.86103
C 0.72432 1.58242 -3.09721
C 1.63767 1.73636 -4.12574
C 1.64402 2.89384 -4.89151
C 0.72314 3.89605 -4.64749
C -0.18602 3.76795 -3.60709
C -0.18357 2.62299 -2.82401
S -1.13574 2.75994 -1.31865
O -2.18580 3.70979 -1.54046
O -1.62825 1.41930 -0.86103
O -0.10131 3.18371 -0.34861
H 2.32190 0.92229 -4.32201
H 2.36669 3.00497 -5.69017
H 0.71648 4.79045 -5.25739
H -0.89752 4.54992 -3.38046
F -1.66214 -1.25642 2.45314
B -1.69315 -0.60560 1.21315
F -2.98074 -0.06392 1.03820
C -3.50792 -0.57160 -5.32023
C -3.23410 -1.92899 -4.72904
C -1.92433 -2.36439 -4.55517
C -1.64913 -3.57096 -3.93914
C -2.70283 -4.36201 -3.49750
C -4.02065 -3.95800 -3.67326
C -4.27541 -2.74325 -4.29330
S -2.34347 -5.84387 -2.61322
O -3.59230 -6.51184 -2.37182
O -1.25063 -6.49795 -3.27126
N -1.77381 -5.34508 -1.17038
C -2.68397 -4.54177 -0.33111
C -1.86167 -3.74979 0.67619
C -0.98060 -2.74658 -0.04162
O -0.05262 -3.10314 -0.73317
O -1.30778 -1.47279 0.08528
H -2.77410 -0.31951 -6.08606
H -3.44545 0.19436 -4.54325
H -4.50374 -0.52280 -5.76137
H -1.10452 -1.72962 -4.86685
H -0.62468 -3.88028 -3.77208
H -4.82050 -4.59502 -3.32140
H -5.30004 -2.41318 -4.42328
H -0.87156 -4.87802 -1.28713
H -3.36239 -5.21497 0.18868
H -3.28497 -3.85127 -0.93250
H -1.21465 -4.43553 1.22771
H -2.52714 -3.23852 1.36774
*
```

Values from the calculation:
* LUMO level (spin up / spin down): 2.185 / 1.727 eV
* frontier orbital gap (spin up / spin down): 0.2940 / 0.2753 Eh
* HOMO energy (spin up / spin down): -5.81 / -5.76 eV
* ΔE to the lowest compared entry with this formula, charge and spin: 199.9 kJ/mol
* strongest force on any atom: 1.2 eV/A

=====

No. 2
The following is a DFT calculation (ωB97M-V with the def2-TZVPD basis set) of a gas-phase ion, NO5S (charge -1) at a distorted geometry.

```
! wB97M-V def2-TZVPD RIJCOSX def2/J DEFGRID3
* xyz -1 1
N 1.68900 0.35309 -0.12309
O -2.14492 0.83412 -0.63205
O 0.43176 0.74499 -0.13664
O -1.34776 -0.20093 1.44237
O -0.96072 -1.28876 -0.70739
O 2.06437 -0.80325 0.05661
S -1.21873 -0.05459 0.01019
*
```

Values from the calculation:
* LUMO level: 4.194 eV
* frontier orbital gap: 0.3610 Eh
* HOMO energy: -5.63 eV
* SMILES: O=NOS(=O)(=O)[O-]
* ΔE to the lowest compared entry with this formula, charge and spin: 32.3 kJ/mol
* strongest force on any atom: 3.3 eV/A

=====

No. 3
The following is a DFT calculation (ωB97M-V with the def2-TZVPD basis set) of a molecular structure, C3H4EuLiO4 at a distorted geometry.

```
! wB97M-V def2-TZVPD RIJCOSX def2/J DEFGRID3
* xyz 2 9
H 1.58292 -0.77581 -4.31401
C 0.56634 -1.11031 -4.10122
C -0.71820 -0.45357 -4.10976
O -0.02981 -0.87564 -2.86955
H -0.78359 0.63184 -4.21705
H -1.62289 -1.03180 -4.30388
O -0.31526 0.70130 1.50691
C -0.01753 0.33561 2.71462
O 1.12343 0.15287 3.13550
Eu 0.25714 -0.22308 -0.58882
H 0.01791 1.21274 4.31408
Li -2.04428 1.76011 2.21078
O -0.72877 1.11442 3.55761
*
```

Values from the calculation:
* LUMO level (spin up / spin down): -8.623 / -8.474 eV
* frontier orbital gap (spin up / spin down): 0.2841 / 0.3275 Eh
* HOMO energy (spin up / spin down): -16.35 / -17.39 eV
* ΔE to the lowest compared entry with this formula, charge and spin: 238.2 kJ/mol
* strongest force on any atom: 7.1 eV/A

=====

No. 4
The following is a DFT calculation (ωB97M-V with the def2-TZVPD basis set) of a molecular structure, C34H57ErN3O2SSi at a distorted geometry.

```
! wB97M-V def2-TZVPD RIJCOSX def2/J DEFGRID3
* xyz 1 4
O 0.93284 2.75671 -1.45848
O 0.90155 1.73923 -3.65273
C -0.21069 3.70510 -1.56592
C -0.18439 4.58574 -0.34724
H -1.10732 3.05673 -1.62572
H -0.04706 4.25533 -2.50830
H -0.31189 4.01201 0.57862
H -1.03484 5.25092 -0.45924
H 0.72509 5.19563 -0.29156
C 2.31373 3.33749 -1.69271
C 2.40261 4.31162 -2.83677
H 2.96049 2.45200 -1.81844
H 2.48468 3.80608 -0.72087
H 2.08223 3.92081 -3.81335
H 3.46358 4.54982 -2.92330
H 1.89374 5.25629 -2.61655
C 1.96336 0.66600 -3.92792
C -0.32852 1.91582 -4.52985
C 3.06744 1.30796 -4.71345
H 1.41006 -0.13086 -4.43963
H 2.26490 0.36493 -2.91360
H 2.71942 1.70903 -5.67287
H 3.78409 0.51036 -4.90204
H 3.56758 2.09371 -4.13324
C 0.12202 2.52209 -5.82650
H -0.95484 2.58521 -3.92592
H -0.77339 0.91306 -4.60284
H 0.72042 3.43320 -5.68215
H -0.79280 2.79386 -6.34863
H 0.66997 1.79399 -6.43088
H 0.78348 1.96949 -2.56441
N -1.27692 -0.29335 2.46491
C -1.76205 -1.46965 2.84390
C -1.50833 -2.72119 2.20004
C -0.51350 -3.14334 1.30353
C -2.80524 -1.42037 3.91986
H -3.67827 -0.87245 3.53404
H -2.41706 -0.94881 4.82896
H -3.08611 -2.44652 4.13775
C -0.56023 -4.53517 0.75226
H 0.30407 -5.10539 1.11802
H -0.53158 -4.49628 -0.34666
H -1.48170 -5.02921 1.07728
N 0.54072 -2.38318 0.89707
C -1.37201 0.91830 3.24705
C -2.35008 1.80174 2.78643
C -3.17299 1.51903 1.57680
C -2.58398 2.94627 3.52614
H -3.35540 3.61257 3.16549
C -1.89505 3.22187 4.69882
H -2.09196 4.10780 5.26241
C -0.94606 2.35357 5.18193
H -0.39504 2.49586 6.10458
C -0.72773 1.21296 4.46448
C 0.17799 0.27212 5.14924
C 1.87246 -2.91002 0.79460
C 2.43107 -3.17667 -0.46098
C 1.65096 -3.01896 -1.72182
C 3.72511 -3.68617 -0.50878
H 4.15118 -3.91890 -1.47768
C 4.47750 -3.90198 0.64194
H 5.47703 -4.28752 0.60365
C 3.95159 -3.63361 1.87733
H 4.45804 -3.80351 2.82438
C 2.63615 -3.22128 1.95577
C 2.10501 -3.30373 3.31660
Er 0.52893 -0.08901 0.76302
H -2.96768 2.27139 0.80375
H -4.23372 1.63037 1.84045
H -3.04616 0.51861 1.13778
H -0.27776 -0.72844 5.00187
H 0.35037 0.32222 6.24104
H 1.22188 0.70027 4.81244
H 2.33238 -2.72704 -2.52967
H 0.86137 -2.25912 -1.67208
H 1.18142 -3.96556 -2.03793
H 1.51375 -2.35297 3.27588
H 2.84714 -3.04063 4.09213
H 1.14684 -3.76216 3.61794
H -2.28647 -3.46357 2.42094
C -1.00344 -0.00044 -0.88885
Si -2.37072 -1.04193 -1.48266
H -1.17640 0.82372 -0.08605
H 0.09611 -0.18643 -1.23652
C -3.52634 0.23044 -2.18280
C -3.37255 -2.02909 -0.26416
C -1.69071 -2.23156 -2.73893
H -0.92486 -1.76895 -3.37758
H -2.54073 -2.53149 -3.36652
H -1.27527 -3.13343 -2.26692
H -3.69369 1.04227 -1.46167
H -4.46856 -0.29336 -2.37608
H -3.11069 0.64030 -3.11160
H -3.58032 -1.51333 0.68270
H -2.90191 -2.99415 -0.03013
H -4.33747 -2.21957 -0.76015
S 1.54945 -0.43456 3.19496
C 1.98184 -1.13235 4.78236
N 2.23886 -1.65463 5.83019
*
```

Values from the calculation:
* LUMO level (spin up / spin down): -3.439 / -3.392 eV
* frontier orbital gap (spin up / spin down): 0.2187 / 0.2211 Eh
* HOMO energy (spin up / spin down): -9.39 / -9.41 eV
* ΔE to the lowest compared entry with this formula, charge and spin: 997.9 kJ/mol
* strongest force on any atom: 4.8 eV/A

=====

No. 5
The following is a DFT calculation (ωB97M-V with the def2-TZVPD basis set) of a molecular structure, C20H45B2I3N4O9P at a distorted geometry.

```
! wB97M-V def2-TZVPD RIJCOSX def2/J DEFGRID3
* xyz 1 1
C -1.84231 -5.45870 0.64557
B -0.91143 -4.64725 1.59851
O -0.20936 -5.29708 2.58224
C -0.78448 -2.99188 1.61289
I -2.78596 -2.29255 1.17649
C -0.26602 -2.57594 2.98851
I -1.61135 -3.06299 4.58702
C 0.16557 -1.11686 3.16284
C 0.48785 -0.28707 1.90573
C 1.62485 0.68362 2.31130
C 1.40642 1.45028 3.62689
O 0.06651 1.88791 3.78224
C -0.77088 0.43999 1.37730
C -0.71524 1.93422 1.09813
O 0.10810 2.50353 0.46558
I -2.46981 2.94557 1.80771
N 1.08865 -1.28195 0.82999
P 1.85601 -0.19462 -0.56093
C 2.57002 -1.34218 -1.76675
O 0.50792 0.26496 -1.34055
C 0.30583 -2.60662 0.54516
O 1.27108 -3.63610 0.85206
N 2.39167 -3.69382 -0.04685
O 3.15979 -4.46262 0.34330
B -0.27877 -2.86841 -0.97555
C -1.19700 -1.98428 -1.87695
O 0.07373 -4.11006 -1.39362
H -1.33183 -6.38317 0.36102
H -2.73519 -5.74873 1.20748
H -2.15539 -4.95808 -0.26736
H 0.45750 -5.92010 2.28107
H 0.56934 -3.23416 3.20693
H -0.59114 -0.56719 3.71152
H 1.05525 -1.14355 3.79516
H 1.84364 1.39579 1.52508
H 2.53891 0.08928 2.44109
H 1.74842 0.87510 4.48804
H 2.04359 2.33427 3.58130
H -0.34359 1.45071 4.53322
H -1.60485 0.25575 2.04033
H -1.07394 0.00874 0.42121
H 1.93196 -1.58806 1.32407
H 3.03660 -0.63301 -2.46405
H 3.37036 -1.94639 -1.35042
H 1.85733 -1.94811 -2.32566
H 0.69019 0.57443 -2.23816
H -0.71724 -1.80376 -2.84569
H -1.53732 -1.03938 -1.47845
H -2.08471 -2.58996 -2.08647
H 0.00178 -4.24589 -2.34532
C -6.68580 2.10433 -2.56322
C -7.11060 0.89090 -1.74210
C -6.18371 0.58586 -0.56073
O -4.94541 -0.01344 -0.91436
C -3.94362 0.87956 -1.35071
N -7.28613 -0.25092 -2.63952
H -5.85273 1.86470 -3.22531
H -7.51175 2.43367 -3.19148
H -6.38974 2.93744 -1.92293
H -8.08926 1.11233 -1.30499
H -6.67897 -0.14067 0.08757
H -6.00210 1.49076 0.03444
H -3.99841 1.83693 -0.82462
H -3.98289 1.06029 -2.42822
H -2.98376 0.41279 -1.12096
H -7.70094 -1.02966 -2.13768
H -6.36932 -0.57924 -2.92879
C 5.56955 5.06574 -0.18174
C 6.44705 4.04395 -0.89749
C 5.80599 3.44467 -2.15371
O 4.79007 2.48459 -1.89531
C 3.51264 3.01052 -1.61055
N 6.86922 3.02389 0.06403
H 4.78397 4.57977 0.39869
H 6.17124 5.64745 0.51471
H 5.10093 5.75508 -0.88623
H 7.34910 4.56200 -1.23689
H 6.57392 2.90544 -2.71201
H 5.41444 4.23394 -2.80783
H 3.29986 3.91585 -2.18593
H 3.38121 3.22200 -0.54624
H 2.79618 2.23763 -1.88742
H 7.56466 2.41559 -0.35648
H 6.07403 2.42265 0.25978
*
```

Values from the calculation:
* LUMO level: -3.451 eV
* frontier orbital gap: 0.2752 Eh
* HOMO energy: -10.94 eV
* strongest force on any atom: 1.1 eV/A

=====

No. 6
The following is a DFT calculation (ωB97M-V with the def2-TZVPD basis set) of 2 unconnected molecules or ions with the total composition C3H9NO at a distorted geometry.

```
! wB97M-V def2-TZVPD RIJCOSX def2/J DEFGRID3
* xyz 0 1
C 1.06020 -0.72142 -1.43318
N 0.38497 0.21384 -0.55609
H 0.90670 1.05393 -0.26326
H 1.54195 -1.14298 1.75125
H 1.97896 -1.09446 -0.93422
H 0.42479 -1.59402 -1.69328
H 1.34634 -0.20334 -2.37206
C -1.50231 1.05582 0.80803
C -0.88631 0.03636 -0.10288
O -1.53728 -0.94682 -0.42653
H 1.24959 -0.60400 2.10507
H -0.89631 1.14259 1.73415
H -1.53351 2.04132 0.29808
H -2.53780 0.76318 1.08492
*
```

Values from the calculation:
* LUMO level: 1.011 eV
* frontier orbital gap: 0.3887 Eh
* HOMO energy: -9.57 eV
* SMILES: CNC(C)=O.[H][H]
* ΔE to the lowest compared entry with this formula, charge and spin: 105.5 kJ/mol
* strongest force on any atom: 1.4 eV/A